{"formula": "C31H56Cl6O21", "method": "the ωB97M-V functional and the def2-TZVPD basis", "homo_lumo_gap_ev": 11.009, "smiles": "CCOC(=O)OC.CCOC(=O)OC.CCOC(=O)OC.CCOC(=O)OC.O=C1OCCO1.O=C1OCCO1.O=C1OCCO1.ClCCCl.ClCCCl.ClCCCl", "e_tot_ev": -151183.58971, "e_homo_ev": -10.7692, "elements": ["Cl", "C", "C", "Cl", "H", "H", "H", "H", "Cl", "C", "C", "Cl", "H", "H", "H", "H", "Cl", "C", "C", "Cl", "H", "H", "H", "H", "C", "C", "O", "C", "O", "O", "H", "H", "H", "H", "C", "C", "O", "C", "O", "O", "H", "H", "H", "H", "C", "C", "O", "C", "O", "O", "H", "H", "H", "H", "C", "C", "O", "C", "O", "O", "C", "H", "H", "H", "H", "H", "H", "H", "H", "C", "C", "O", "C", "O", "O", "C", "H", "H", "H", "H", "H", "H", "H", "H", "C", "C", "O", "C", "O", "O", "C", "H", "H", "H", "H", "H", "H", "H", "H", "C", "C", "O", "C", "O", "O", "C", "H", "H", "H", "H", "H", "H", "H", "H"], "coordinates": [[-6.791, 24.547, 16.698], [-6.273, 26.155, 17.039], [-5.557, 26.278, 18.379], [-4.913, 27.887, 18.696], [-7.244, 26.646, 17.104], [-5.832, 26.390, 16.070], [-4.541, 25.884, 18.391], [-6.155, 25.953, 19.231], [-3.866, 27.866, 11.960], [-2.878, 26.670, 12.965], [-3.292, 26.696, 14.441], [-1.918, 26.510, 15.420], [-1.844, 26.940, 12.751], [-2.937, 25.637, 12.620], [-3.897, 25.811, 14.635], [-3.803, 27.570, 14.845], [-8.881, 31.094, 17.104], [-9.141, 29.661, 18.186], [-10.012, 28.588, 17.473], [-10.490, 27.202, 18.452], [-9.841, 29.998, 18.952], [-8.207, 29.348, 18.652], [-9.598, 28.295, 16.508], [-10.923, 29.069, 17.118], [-4.478, 22.319, 19.725], [-3.678, 21.073, 19.947], [-2.370, 21.378, 19.376], [-2.386, 22.609, 18.868], [-1.424, 23.124, 18.349], [-3.647, 23.145, 19.088], [-4.864, 22.864, 20.586], [-5.332, 22.204, 19.057], [-4.218, 20.338, 19.349], [-3.460, 20.847, 20.991], [-1.788, 28.977, 19.662], [-0.920, 30.239, 19.879], [-0.031, 29.700, 20.840], [-0.655, 28.762, 21.592], [-0.221, 28.298, 22.707], [-1.658, 28.317, 20.914], [-1.478, 28.306, 18.861], [-2.806, 29.326, 19.490], [-1.385, 31.038, 20.456], [-0.468, 30.739, 19.022], [-8.113, 26.361, 23.112], [-8.171, 26.908, 21.738], [-9.340, 27.707, 21.700], [-10.130, 27.326, 22.738], [-11.275, 27.677, 22.925], [-9.477, 26.497, 23.495], [-7.517, 26.930, 23.826], [-7.926, 25.287, 23.096], [-8.318, 26.090, 21.033], [-7.369, 27.595, 21.468], [-11.507, 26.326, 14.904], [-9.971, 26.280, 14.591], [-9.645, 27.413, 13.798], [-8.349, 27.857, 13.663], [-7.337, 27.299, 14.167], [-8.483, 28.865, 12.841], [-7.396, 29.709, 12.555], [-11.674, 27.023, 15.725], [-11.628, 25.304, 15.264], [-12.234, 26.395, 14.094], [-9.519, 25.452, 14.045], [-9.505, 26.356, 15.574], [-7.046, 30.358, 13.357], [-7.697, 30.251, 11.659], [-6.490, 29.231, 12.182], [-7.011, 21.491, 23.916], [-6.743, 22.901, 23.517], [-5.368, 23.029, 23.082], [-4.904, 24.201, 22.546], [-5.645, 25.149, 22.262], [-3.566, 24.074, 22.264], [-2.718, 25.031, 21.562], [-6.979, 20.896, 23.003], [-7.994, 21.491, 24.389], [-6.414, 21.002, 24.686], [-6.733, 23.583, 24.367], [-7.319, 23.232, 22.653], [-2.621, 25.947, 22.144], [-3.095, 25.203, 20.554], [-1.722, 24.611, 21.427], [-8.629, 18.652, 18.466], [-7.318, 19.514, 18.205], [-7.736, 20.800, 17.874], [-8.028, 21.687, 18.907], [-7.786, 21.507, 20.074], [-8.867, 22.675, 18.353], [-9.065, 23.915, 19.132], [-9.548, 19.226, 18.343], [-8.683, 18.082, 19.394], [-8.751, 17.860, 17.728], [-6.754, 19.284, 17.301], [-6.641, 19.584, 19.056], [-9.583, 24.560, 18.422], [-8.110, 24.316, 19.471], [-9.545, 23.816, 20.106], [-8.647, 18.911, 10.032], [-9.845, 19.219, 10.971], [-9.636, 20.148, 12.094], [-8.719, 20.007, 13.097], [-7.990, 19.026, 13.271], [-8.650, 21.248, 13.671], [-7.604, 21.434, 14.637], [-8.985, 18.145, 9.334], [-7.836, 18.468, 10.610], [-8.139, 19.659, 9.424], [-10.271, 18.317, 11.412], [-10.708, 19.713, 10.526], [-7.613, 20.486, 15.174], [-7.779, 22.225, 15.367], [-6.531, 21.406, 14.446]]}

=====

{"formula": "C31H56F6IrN4O4S2SbSi", "method": "the ωB97M-V functional and the def2-TZVPD basis", "homo_lumo_gap_ev": [4.505, 4.459], "e_tot_ev": -102414.88397, "e_homo_ev": [-11.5099, -11.4663], "charge": 2, "elements": ["Ir", "F", "C", "F", "F", "S", "O", "O", "N", "S", "O", "O", "C", "F", "F", "F", "C", "C", "N", "C", "C", "N", "C", "C", "H", "H", "H", "H", "H", "H", "H", "H", "H", "H", "H", "H", "H", "N", "C", "C", "C", "C", "C", "C", "H", "H", "H", "H", "H", "H", "H", "C", "Si", "C", "C", "C", "C", "H", "H", "H", "H", "H", "H", "H", "H", "H", "C", "C", "C", "C", "Sb", "C", "C", "C", "C", "C", "C", "C", "C", "H", "H", "H", "H", "H", "H", "H", "H", "H", "H", "H", "H", "H", "H", "H", "H", "H", "H", "H", "H", "H", "H", "H", "H", "H", "H", "H"], "coordinates": [[-0.231, -0.005, -1.523], [-5.784, 1.782, -1.448], [-4.894, 1.278, -2.285], [-4.945, -0.051, -2.207], [-5.191, 1.649, -3.522], [-3.169, 1.880, -1.798], [-2.450, 0.665, -1.421], [-3.402, 2.764, -0.711], [-2.562, 2.583, -3.046], [-1.560, 1.962, -4.060], [-0.912, 2.920, -4.865], [-0.696, 0.930, -3.508], [-2.617, 0.880, -5.184], [-3.437, 1.500, -5.995], [-1.814, 0.074, -5.897], [-3.321, 0.064, -4.377], [1.374, -4.281, -3.667], [1.074, -3.233, -2.569], [0.374, -2.094, -3.145], [1.148, -1.557, -4.257], [1.209, -2.590, -5.403], [0.646, -3.866, -4.891], [-0.796, -3.706, -4.577], [-0.940, -2.513, -3.608], [1.041, -5.280, -3.379], [2.440, -4.326, -3.897], [1.994, -2.878, -2.103], [0.451, -3.651, -1.779], [2.143, -1.315, -3.882], [0.682, -0.630, -4.589], [2.238, -2.758, -5.727], [0.625, -2.267, -6.267], [0.753, -4.586, -5.610], [-1.151, -4.636, -4.130], [-1.347, -3.538, -5.501], [-1.540, -2.798, -2.743], [-1.420, -1.665, -4.093], [-1.533, 2.219, 1.116], [-0.855, 3.277, 0.468], [-1.021, 4.589, 0.901], [-0.346, 5.617, 0.269], [0.491, 5.351, -0.802], [0.645, 4.049, -1.252], [-0.007, 3.022, -0.601], [-1.846, 1.538, 0.435], [-2.357, 2.585, 1.585], [-1.690, 4.805, 1.720], [-0.488, 6.636, 0.594], [1.013, 6.150, -1.303], [1.272, 3.841, -2.106], [0.121, 1.976, -0.930], [3.501, -4.162, 0.080], [3.082, -2.693, 1.228], [4.681, -1.908, 1.901], [1.961, -3.233, 2.672], [2.027, -1.493, 0.239], [1.226, -0.827, -0.412], [4.115, -4.886, 0.607], [4.063, -3.836, -0.789], [2.613, -4.681, -0.266], [5.377, -2.690, 2.192], [4.495, -1.300, 2.781], [5.183, -1.293, 1.161], [2.538, -3.729, 3.444], [1.185, -3.922, 2.359], [1.477, -2.367, 3.117], [-2.538, 1.411, 4.818], [-1.040, 1.409, 4.606], [-0.333, 0.617, 5.690], [-0.512, 2.827, 4.531], [-0.401, 0.384, 2.615], [-1.996, -1.204, 2.209], [-2.007, -2.147, 3.401], [-3.361, -0.585, 1.976], [-1.548, -1.941, 0.963], [3.127, 2.297, 1.648], [3.552, 1.689, 0.378], [3.242, 1.503, 2.884], [2.614, 3.677, 1.703], [-2.759, 1.956, 5.737], [-2.933, 0.405, 4.944], [-3.059, 1.917, 4.008], [-0.598, 1.020, 6.667], [0.747, 0.687, 5.585], [-0.623, -0.431, 5.680], [-0.677, 3.327, 5.483], [-1.025, 3.394, 3.758], [0.558, 2.842, 4.332], [-2.370, -1.652, 4.297], [-1.016, -2.552, 3.600], [-2.674, -2.984, 3.200], [-3.709, -0.023, 2.837], [-4.082, -1.384, 1.797], [-3.366, 0.056, 1.096], [-0.582, -2.421, 1.106], [-1.465, -1.252, 0.100], [-2.285, -2.701, 0.707], [4.254, 0.877, 0.550], [3.991, 2.421, -0.295], [2.688, 1.259, -0.142], [2.649, 0.582, 2.799], [2.919, 2.067, 3.754], [4.276, 1.185, 3.034], [1.541, 3.680, 1.911], [2.772, 4.209, 0.770], [3.087, 4.230, 2.517]]}

=====

Number 2 is which compound?
C31H56F6IrN4O4S2SbSi